1.
Molecular formula: C5H12O3
Method: DFT, the ωB97M-V functional and the def2-TZVPD basis

XYZ file:
```
20
Properties=species:S:1:pos:R:3:lowdin_charge:R:1
H 0.799 -1.533 -0.768 0.1252
H -3.491 -1.052 0.598 0.0263
H -0.893 2.723 -0.770 0.0529
O 3.751 3.098 -1.547 -0.0623
C -0.361 -2.726 0.494 -0.2576
H -0.694 0.343 -1.203 0.1007
H 0.988 0.257 1.346 0.1120
H -0.576 -0.381 1.538 0.1083
H 4.169 2.282 -1.255 0.0286
O -3.440 -0.464 -0.166 -0.0667
C -0.385 0.746 -0.246 -0.1872
H 0.182 -3.685 0.639 0.1213
C 0.168 -0.184 0.786 -0.2006
H 1.562 -1.877 0.698 0.1000
C -0.441 2.057 -0.048 -0.0090
O -1.558 -2.654 0.523 0.0560
H -0.282 2.488 0.934 0.0618
H -3.043 -1.014 -0.848 0.0212
C 0.602 -1.584 0.314 -0.1583
H 2.944 3.159 -1.018 0.0275
```

## Properties
Strongest force on any atom, eV/Å: 1.28
SMILES: C=CCCC=O.O.O
Total charge: 0
Relative energy (zero: lowest compared OMol25 entry of this formula, charge and spin), kcal/mol: 47.8
Orbital gap, Ha: 0.379
Energy, Ha: -423.37767

***

2.
Molecular formula: C7H16Br4F4O2PS
Method: DFT, the ωB97M-V functional and the def2-TZVPD basis

XYZ file:
```
35
Properties=species:S:1:pos:R:3:lowdin_charge:R:1
H -5.062 -3.337 -2.105 0.0433
H 0.500 -3.094 3.808 0.0468
H -4.133 -1.127 -1.148 0.0623
H 2.414 3.157 -2.438 0.1187
Br 2.909 -1.692 2.694 0.6223
Br -2.324 -2.259 -2.361 0.6333
H 0.856 1.270 -2.420 0.0671
H 0.133 -2.228 5.314 0.0480
H 2.511 -2.111 5.096 0.0467
H 0.560 -0.517 0.852 -0.1321
F 4.236 3.809 -1.155 0.0811
H 2.509 0.696 -2.173 0.0705
C 1.691 1.269 -1.709 -0.3913
C 1.919 -1.562 4.366 -0.7036
H -4.035 -0.537 -2.811 0.0517
H 1.907 -0.507 4.625 0.0474
P 1.167 0.208 -0.213 0.3987
H 2.408 -0.503 -0.087 -0.0667
C 2.153 2.704 -1.472 -0.1491
H -6.141 -1.929 -2.229 0.0522
S -1.042 1.228 -0.237 0.5256
F 3.139 3.327 0.618 0.1188
H 1.513 1.271 0.728 -0.0199
O -1.607 1.095 1.096 -0.4744
C 3.389 2.883 -0.616 -0.6380
Br -0.710 -0.970 3.355 0.6888
H 0.617 -0.739 -1.187 -0.0419
C 0.524 -2.128 4.303 -0.7072
F -0.984 2.870 -0.441 -0.3151
H 1.356 3.323 -1.039 0.1100
F 4.127 1.767 -0.482 0.1122
C -5.191 -2.353 -2.544 -0.7004
Br -5.364 -2.634 -4.466 0.5666
O -1.886 0.775 -1.332 -0.4584
C -4.058 -1.428 -2.191 -0.7139
```

## Properties
Strongest force on any atom, eV/Å: 1.59
Total charge: -1
Relative energy (zero: lowest compared OMol25 entry of this formula, charge and spin), kcal/mol: 0.0
Orbital gap, Ha: 0.264
Energy, Ha: -11861.86993

***

3.
Molecular formula: C21H50P
Method: DFT, the ωB97M-V functional and the def2-TZVPD basis

XYZ file:
```
72
Properties=species:S:1:pos:R:3:lowdin_charge:R:1
H -0.988 3.063 -2.915 0.0973
C 1.681 -1.412 -2.412 -0.2053
C 0.481 -0.771 -1.716 -0.2228
H -4.165 0.386 1.267 0.1055
H 1.895 1.274 0.334 0.0434
C -0.942 2.165 -2.295 -0.1976
H 4.613 3.379 4.254 0.0626
H -2.066 -2.844 -1.447 -0.0767
H -3.590 -3.094 0.390 0.0418
H -2.873 2.926 -1.754 0.0987
H 1.588 -2.628 1.010 0.0745
C -5.072 -1.848 -0.577 -0.3051
H -4.956 -3.988 -0.286 0.0433
H -3.409 -0.814 -1.401 0.0445
H -1.473 -0.193 -0.029 0.0881
H -1.065 1.111 -4.161 0.1058
H -3.015 2.388 0.440 0.1030
P -3.235 -3.635 -1.993 0.1645
C 3.830 1.468 2.327 -0.2256
H -1.716 0.518 1.552 0.1020
H 1.525 2.989 0.179 0.0684
H 4.843 1.744 2.632 0.1003
H 4.564 2.241 5.598 0.0727
C -0.511 1.021 -3.223 -0.2058
H -3.677 -2.428 -2.760 -0.0707
C 3.976 2.976 5.043 -0.1163
C 2.382 -1.927 0.758 -0.1014
H 3.930 0.555 1.731 0.0953
H -4.754 0.242 -1.026 0.1056
C -2.290 2.024 -1.560 -0.1911
H 2.138 3.096 3.930 0.0977
C -3.500 -0.248 0.667 -0.2105
C 3.256 2.562 1.425 -0.2596
C -0.642 -0.398 -2.685 -0.2083
H 1.916 -0.950 0.639 0.0399
C -4.175 -0.609 -0.654 -0.2495
H 0.077 -1.464 -0.976 0.0905
H 3.825 -1.492 -2.378 0.0995
H -1.608 -0.553 -2.205 0.0609
H -1.276 2.387 0.282 0.0861
H -5.773 -1.725 0.261 0.0917
C -2.182 1.860 -0.036 -0.1972
H 3.951 2.718 0.595 0.1040
H 1.135 2.136 1.667 0.0706
C 3.146 -2.331 -0.515 -0.2488
H 1.796 -0.968 -3.407 0.1055
H 3.047 -1.867 1.621 0.0582
H 0.542 1.184 -3.483 0.1038
H 3.144 -0.323 -1.263 0.0992
H 2.032 0.714 3.246 0.1020
H 0.813 0.122 -1.172 0.0855
H 3.211 3.514 1.964 0.0965
C -2.146 0.447 0.548 -0.2054
H -2.864 1.204 -1.991 0.0899
H 4.205 -2.457 -0.279 0.0924
C 3.011 -1.334 -1.667 -0.2292
H -4.402 -4.395 -2.545 -0.0851
H -2.776 -4.827 -1.225 -0.0817
C 1.877 2.223 0.872 -0.1042
H 1.437 -2.465 -2.579 0.1180
H 2.794 -3.304 -0.864 0.1018
C 2.985 1.147 3.560 -0.2285
H -0.152 2.354 -1.562 0.0803
C 2.712 2.340 4.474 -0.2703
H -3.352 -1.166 1.239 0.0963
H 3.493 0.366 4.136 0.1094
C -4.284 -3.142 -0.458 -0.4605
H 2.071 2.011 5.296 0.1034
H -0.639 -1.101 -3.521 0.1173
H 3.737 3.795 5.723 0.0656
H -2.414 -4.045 -3.153 -0.1160
H -5.680 -1.903 -1.487 0.0897
```

## Properties
Strongest force on any atom, eV/Å: 0.17
Total charge: -1
Orbital gap, Ha: 0.207
Energy, Ha: -1171.37113

***

4.
Molecular formula: C6H7N5O
Method: DFT, the ωB97M-V functional and the def2-TZVPD basis

XYZ file:
```
19
Properties=species:S:1:pos:R:3:lowdin_charge:R:1
N -0.801 -1.170 1.298 0.0247
C -1.200 0.828 0.560 -0.2815
H 3.664 -2.290 -0.595 0.1923
H 2.350 0.882 -2.426 0.2262
O -1.945 1.998 0.563 -0.1241
H -2.756 3.263 1.704 0.0741
N 0.552 0.948 -1.217 0.1273
C 0.117 -0.921 0.313 -0.2835
N -1.606 -0.174 1.480 0.1068
C 1.499 0.138 -1.605 -0.1779
H -1.305 2.429 2.593 0.1372
C 2.830 -1.981 -1.760 -0.0385
N 1.025 -1.699 -0.136 0.2017
H 2.468 -2.931 -2.181 0.0476
C -2.305 2.305 1.939 -0.0856
C -0.172 0.442 -0.283 -0.1826
H 3.488 -1.260 -2.569 0.1255
H -3.060 1.502 2.199 0.0932
N 1.701 -1.111 -1.169 -0.1828
```

## Properties
Strongest force on any atom, eV/Å: 5.78
Total charge: 0
Relative energy (zero: lowest compared OMol25 entry of this formula, charge and spin), kcal/mol: 155.3
Orbital gap, Ha: 0.258
Energy, Ha: -581.61072

***

5.
Molecular formula: H10O4S
Method: DFT, the ωB97M-V functional and the def2-TZVPD basis

XYZ file:
```
15
Properties=species:S:1:pos:R:3:lowdin_charge:R:1
H 0.153 3.134 0.116 0.0533
O -1.418 0.238 1.407 -0.0488
O 1.367 -2.101 1.377 -0.0382
H -2.332 0.392 1.584 0.0389
H -1.115 1.060 0.977 0.0099
H -0.749 -1.009 0.143 -0.0085
O -0.576 2.544 -0.048 -0.0369
H -0.345 1.995 -0.806 0.0087
O -0.484 -1.382 -0.715 -0.1317
H -0.305 -2.303 -0.585 0.0185
H 1.505 -1.672 2.228 0.0445
H 0.846 0.288 -1.433 -0.2436
H 1.612 -2.996 1.564 0.0255
H 0.928 1.553 -3.059 -0.2305
S 0.913 0.258 -2.749 0.5387
```

## Properties
Strongest force on any atom, eV/Å: 1.18
SMILES: O.O.O.O.S
Total charge: 0
Relative energy (zero: lowest compared OMol25 entry of this formula, charge and spin), kcal/mol: 15.0
Orbital gap, Ha: 0.363
Energy, Ha: -705.12309